# 1
Below is a structure of composition C4H10NO2, with properties calculated with wB97M-V/def2-TZVPD.

```
! wB97M-V def2-TZVPD RIJCOSX def2/J DEFGRID3
* xyz -1 1
C -0.0427 0.6953 0.0520
C -1.3030 0.0783 -0.4872
C -2.3586 -0.6944 0.6824
O -1.8529 -1.4515 1.6343
N 1.0826 -0.1312 0.5723
C 2.5275 -0.0312 -0.6792
O 3.6101 0.4749 -0.4329
H 0.4290 1.5070 -0.6823
H -0.2294 1.4491 0.9489
H -1.9305 0.8240 -0.9487
H -1.1465 -0.5194 -1.3390
H -2.9451 0.3646 0.8508
H -3.0171 -1.2666 -0.0100
H 0.9589 -0.9049 1.1861
H 1.7016 0.2449 1.1904
H 2.5320 -1.1222 -1.0349
H 1.9843 0.4832 -1.5030
*
```

Summary:
- LUMO level (eV) = 3.88
- energy relative to the best compared isomer or geometry (same formula, charge and spin) (kJ/mol) = 565.0
- E (Eh) = -363.50922

# 2
Below is an isolated molecule of C4H10NO2, with properties calculated with wB97M-V/def2-TZVPD.

```
! wB97M-V def2-TZVPD RIJCOSX def2/J DEFGRID3
* xyz 0 2
O -1.7744 1.9742 0.2096
C -0.8453 1.4263 0.7522
O -0.4214 1.7772 2.0252
C 0.1182 0.4486 0.1879
C -0.3732 -0.1868 -1.1065
C 0.5785 -1.2285 -1.7025
N 0.4365 -0.5974 1.2407
H -0.8188 2.6305 2.2722
H 1.0592 0.9593 0.0053
H -0.4731 0.6397 -1.8154
H -1.3212 -0.6869 -0.9274
H 0.5863 -2.1433 -1.1186
H 1.5618 -0.8227 -1.9195
H 0.1471 -1.5550 -2.6497
H 0.9164 -0.2041 2.0719
H 1.0655 -1.3665 0.9062
H -0.4421 -1.0648 1.5684
*
```

Summary:
- LUMO level (spin up / spin down) (eV) = 0.90 / 0.48
- energy relative to the best compared isomer or geometry (same formula, charge and spin) (kJ/mol) = 108.2
- <S²> = 0.752
- E (Eh) = -363.54711

# 3
Below is a cluster of 2 separate species, C4H10NO2 in total, with properties calculated with wB97M-V/def2-TZVPD.

```
! wB97M-V def2-TZVPD RIJCOSX def2/J DEFGRID3
* xyz 0 2
C 1.5529 0.7075 -1.3289
O -1.9245 0.3036 2.6131
C 1.5116 -0.6729 -0.9460
C 0.2760 -0.1122 -0.2399
C -1.0818 0.7107 -0.6620
O -2.0884 0.3279 0.1102
N 2.5029 -1.3967 -0.2530
H 1.6979 1.5281 -0.6373
H 1.4718 0.9536 -2.3857
H 1.1258 -1.3478 -1.7194
H -0.1918 -1.0166 0.1663
H 0.7035 0.2562 0.7199
H -0.8361 1.7791 -0.6822
H -1.3532 0.4811 -1.6999
H -1.9629 0.2401 1.5603
H 2.4690 -1.3043 0.7671
H -1.7069 -0.5611 2.9569
*
```

Summary:
- LUMO level (spin up / spin down) (eV) = -2.35 / -2.33
- energy relative to the best compared isomer or geometry (same formula, charge and spin) (kJ/mol) = 631.2
- <S²> = 0.755
- E (Eh) = -363.34789

# 4
Below is a structure of composition C4H10NO2, with properties calculated with wB97M-V/def2-TZVPD.

```
! wB97M-V def2-TZVPD RIJCOSX def2/J DEFGRID3
* xyz 1 1
C 4.6018 0.0452 -0.0300
C 0.6190 -1.6664 -0.0105
C 0.7864 0.4772 0.9738
C 0.4660 0.3486 -1.3682
N 0.6269 -0.2353 -0.0599
O 5.7226 0.2148 0.0306
O 3.4632 -0.1294 -0.0812
H -2.3463 1.2395 1.0671
H 1.5208 -2.0445 -0.4952
H 0.5991 -2.0343 1.0152
H -0.2435 -2.0587 -0.5485
H 0.8148 1.5559 0.9067
H 0.9012 0.0236 1.9483
H -3.0879 1.4734 1.1063
H 0.5349 -0.4163 -2.1379
H -0.5097 0.8337 -1.4499
H 1.2326 1.1003 -1.5522
*
```

Summary:
- LUMO level (eV) = -4.84
- energy relative to the best compared isomer or geometry (same formula, charge and spin) (kJ/mol) = 172.6
- E (Eh) = -363.36990

# 5
Below is a cluster of 2 separate species, C4H10NO2 in total, with properties calculated with wB97M-V/def2-TZVPD.

```
! wB97M-V def2-TZVPD RIJCOSX def2/J DEFGRID3
* xyz 1 1
C -0.3996 0.0403 -2.0054
C -0.0409 -0.3601 -0.7756
C 0.8404 -1.5781 -0.7382
C -0.6687 0.1378 0.4272
N -0.3099 -0.4501 1.5600
O -1.6379 0.9787 0.3512
O 0.7191 2.0551 1.0603
H -1.1376 0.9391 -2.0690
H -0.1960 -0.4683 -2.8589
H 1.4057 -1.5802 0.1461
H 0.2842 -2.4959 -0.8436
H 1.3037 -1.6135 -1.6647
H -0.7343 -0.1819 2.5136
H 0.2483 -1.2555 1.4019
H 1.3785 1.7573 0.4622
H -1.8235 1.3355 1.3128
H 0.7685 2.7400 1.7199
*
```

Summary:
- LUMO level (eV) = -4.56
- energy relative to the best compared isomer or geometry (same formula, charge and spin) (kJ/mol) = 247.0
- E (Eh) = -363.34157

# 6
Below is the ion C4H10NO2 with charge +1, with properties calculated with wB97M-V/def2-TZVPD.

```
! wB97M-V def2-TZVPD RIJCOSX def2/J DEFGRID3
* xyz 1 1
C 1.3557 -1.8451 -1.1616
N 0.7334 -1.0721 -0.0766
C -0.0018 0.1791 -0.5157
C -1.3252 -0.0259 -1.2964
C -0.3014 0.9538 0.7204
O -0.8781 2.0030 0.7215
O 0.1959 0.3449 1.8326
H 1.8737 -2.7371 -0.8241
H 2.2000 -1.2465 -1.6154
H 0.6646 -2.2368 -1.9102
H 0.0035 -1.6900 0.4161
H 1.4630 -0.7142 0.5239
H 0.7139 0.8385 -1.0992
H -1.3288 -0.1279 -2.4183
H -1.8854 -0.7967 -0.8284
H -1.9430 0.8441 -1.1628
H 0.1989 1.0169 2.5412
*
```

Summary:
- LUMO level (eV) = -3.54
- energy relative to the best compared isomer or geometry (same formula, charge and spin) (kJ/mol) = 112.4
- E (Eh) = -363.39284
- SMILES string = C[NH2+][C@@H](C)C(=O)O

# 7
Below is the ion C4H10NO2 with charge +1, with properties calculated with wB97M-V/def2-TZVPD.

```
! wB97M-V def2-TZVPD RIJCOSX def2/J DEFGRID3
* xyz 1 1
N -0.1388 0.3229 -1.6595
C 0.2777 -0.2035 -0.3460
C 0.4747 -1.6855 -0.5856
O 0.4254 -2.1104 -1.7049
C -0.7628 0.1125 0.7246
C -0.2235 0.8750 1.9063
O -0.1041 2.2656 1.5910
H -0.0430 1.3335 -1.6765
H 0.4280 -0.1139 -2.3979
H -1.1251 0.1162 -1.8268
H 1.2459 0.2120 -0.0573
H 0.6000 -2.3126 0.3013
H -1.2435 -0.8178 1.0508
H -1.6645 0.5955 0.3541
H 0.7200 0.4746 2.2847
H -0.9173 0.8312 2.7395
H 0.8116 2.4691 1.3652
*
```

Summary:
- LUMO level (eV) = -3.87
- energy relative to the best compared isomer or geometry (same formula, charge and spin) (kJ/mol) = 181.7
- E (Eh) = -363.36643
- SMILES string = [NH3+][C@H](C=O)CCO

# 8
Below is the ion C4H10NO2 with charge +1, with properties calculated with wB97M-V/def2-TZVPD.

```
! wB97M-V def2-TZVPD RIJCOSX def2/J DEFGRID3
* xyz 1 1
N -0.2933 0.1788 -1.4672
C -0.7298 0.2185 0.0122
C -0.6613 -1.0835 0.7830
O -1.1713 -1.9758 -0.1638
C -0.0385 1.3456 0.7625
C 1.4581 1.0170 0.6324
O 1.8564 0.5579 -0.3607
H -0.3185 1.2199 -1.7176
H 0.7535 0.0819 -1.4838
H -0.8405 -0.4760 -2.1644
H -1.8278 0.4508 0.0593
H 0.3333 -1.4601 1.1138
H -1.3215 -0.8510 1.6765
H -1.7714 -2.7692 -0.0461
H -0.3021 1.5500 1.8448
H -0.3752 2.3353 0.4427
H 2.0716 1.0239 1.6018
*
```

Summary:
- LUMO level (eV) = -3.36
- energy relative to the best compared isomer or geometry (same formula, charge and spin) (kJ/mol) = 262.3
- E (Eh) = -363.33577
- SMILES string = [NH3+][C@@H](CO)CC=O

# 9
Below is a structure of composition C4H10NO2, with properties calculated with wB97M-V/def2-TZVPD.

```
! wB97M-V def2-TZVPD RIJCOSX def2/J DEFGRID3
* xyz 1 1
C 3.7021 -0.7021 0.9788
C -1.1757 -1.2326 -0.9782
C -0.2441 0.0200 0.7539
C 0.1292 0.7223 -1.4689
N -0.5288 -0.0964 -0.4322
O 4.6639 -1.0837 1.4626
O 2.6759 -0.5077 0.4893
H -0.4054 5.0150 -1.0567
H -2.1190 -0.8927 -1.3275
H -0.6695 -1.8525 -1.7114
H -1.2952 -2.0435 -0.1672
H 0.3146 0.8572 1.2043
H -0.7209 -0.5073 1.6022
H -0.7838 4.3486 -1.2819
H -0.5244 0.9878 -2.3520
H 0.4078 1.6420 -0.9737
H 1.0350 0.3052 -1.8860
*
```

Summary:
- LUMO level (eV) = -4.76
- energy relative to the best compared isomer or geometry (same formula, charge and spin) (kJ/mol) = 252.3
- E (Eh) = -363.33955

# 10
Below is a cluster of 2 separate species, C4H10NO2S in total, with properties calculated with wB97M-V/def2-TZVPD.

```
! wB97M-V def2-TZVPD RIJCOSX def2/J DEFGRID3
* xyz -1 1
C 1.0639 -0.6700 0.9215
C 0.9065 0.7227 1.4624
S 2.3796 1.9480 1.2573
C -0.3792 -1.1438 0.8025
N -1.0605 -1.3325 -0.3733
C -0.6350 -0.9375 -1.7272
O -0.9920 -1.1879 1.8733
H 1.5658 -0.8375 -0.0460
H 1.6680 -1.1259 1.7601
H 0.0832 1.3449 0.9927
H 0.6769 0.7534 2.5133
H -2.0276 -1.1030 -0.2911
H -1.3513 -0.7736 -2.4732
H 0.1248 -1.6033 -2.1654
H 0.0578 -0.0689 -1.8765
H -1.2837 2.5090 -0.9130
H -0.1547 1.5986 -0.4814
O -0.6426 1.9074 -1.2359
*
```

Summary:
- LUMO level (eV) = 3.34
- energy relative to the best compared isomer or geometry (same formula, charge and spin) (kJ/mol) = 236.4
- E (Eh) = -761.83137

# 11
Below is a cluster of 2 separate species, C4H10NO2S in total, with properties calculated with wB97M-V/def2-TZVPD.

```
! wB97M-V def2-TZVPD RIJCOSX def2/J DEFGRID3
* xyz -1 1
C -0.1717 -0.9995 -0.0245
C -0.1049 -1.8878 1.2138
S 1.4046 -2.9248 1.0960
C -1.1390 0.1744 0.0849
N -1.0939 1.1586 -0.8622
C -0.1617 1.2006 -1.9575
O -1.9333 0.2829 1.0097
H 0.8416 -0.6335 -0.2182
H -0.4889 -1.6396 -0.8541
H -0.0901 -1.3150 2.1413
H -1.0088 -2.5037 1.2736
H -1.6040 1.9821 -0.5870
H -0.6879 1.4918 -2.8807
H 0.2205 0.1897 -2.0946
H 0.6746 1.8924 -1.8109
H 1.1026 1.6284 1.5192
H 2.1970 0.4841 1.3799
O 2.0433 1.4187 1.5714
*
```

Summary:
- LUMO level (eV) = 3.23
- energy relative to the best compared isomer or geometry (same formula, charge and spin) (kJ/mol) = 100.7
- E (Eh) = -761.88304

# 12
Below is a cluster of 2 separate species, C4H10NO2S in total, with properties calculated with wB97M-V/def2-TZVPD.

```
! wB97M-V def2-TZVPD RIJCOSX def2/J DEFGRID3
* xyz -1 1
C -0.8873 0.2420 -0.7775
N -1.0069 -0.4867 0.4512
C -1.9040 -0.2372 1.4761
O -1.7872 -0.6668 2.6183
C -0.0566 1.5886 -0.5617
C 1.4170 1.1745 -0.4264
S 1.7348 0.1046 -1.9855
H -0.3074 -0.3591 -1.4951
H -1.9698 0.4626 -1.2248
H -0.1685 -0.8761 0.7283
H -2.7281 0.5020 1.1759
H -0.4113 2.2891 -1.3701
H -0.1355 1.9301 0.5159
H 2.0124 2.1290 -0.5465
H 1.7312 0.4015 0.3223
H 1.5163 -2.3473 -0.3521
H 1.4662 -2.7481 1.1287
O 1.4846 -3.1026 0.3232
*
```

Summary:
- LUMO level (eV) = 3.67
- energy relative to the best compared isomer or geometry (same formula, charge and spin) (kJ/mol) = 239.1
- E (Eh) = -761.83033